Computed, not measured: a 2-piece molecular cluster, C57H71F6N4 overall at a distorted geometry, with wB97M-V/def2-TZVPD.

Computed properties:
- highest occupied orbital energy (Eh) = -0.33102
- HOMO-LUMO gap (eV) = 4.6382
- LUMO (eV) = -4.369

Geometry as ORCA input:
```
! wB97M-V def2-TZVPD RIJCOSX def2/J DEFGRID3
* xyz 1 1
C -6.34791 0.06454 -2.46081
N -5.21126 0.39677 -3.28135
C -5.28288 -0.04364 -4.67567
C -4.48757 -1.29071 -4.85205
F -4.53011 -1.84894 -6.08609
F -3.15803 -1.01949 -4.58199
F -4.85779 -2.24118 -3.93384
C -4.13784 1.05555 -2.77169
C -3.16587 1.65851 -3.61287
C -1.95820 2.08112 -3.09342
C -1.63785 1.93804 -1.71177
C -0.32418 2.26935 -1.22072
C -0.13895 2.95860 0.01486
C 1.13581 3.04783 0.66092
C 1.31539 3.79626 1.80244
C 0.18087 4.23813 2.54891
N 0.30371 4.56529 3.85783
C 1.47188 4.22312 4.63896
C -0.69971 5.33126 4.59196
C -1.74137 4.47997 5.28189
F -1.96510 4.88134 6.57641
F -2.95230 4.52182 4.62216
F -1.38673 3.15265 5.33995
C -1.09673 4.19565 1.91826
C -1.21980 3.63914 0.66508
C -2.69582 1.47638 -0.86435
C -3.92384 1.09570 -1.36784
H -6.60997 0.92158 -1.82846
H -7.19002 -0.18008 -3.11877
H -6.15503 -0.79499 -1.79997
H -6.33156 -0.27804 -4.89249
H -4.88854 0.70992 -5.35799
H -3.38885 1.79761 -4.67351
H -1.24071 2.58641 -3.73616
H 0.53501 2.08486 -1.86522
H 1.98041 2.51885 0.21800
H 2.32219 4.02087 2.16965
H 2.12463 3.52425 4.10938
H 2.05226 5.12296 4.88489
H 1.14949 3.74928 5.57539
H -0.17081 5.86844 5.39386
H -1.23498 5.99939 3.90930
H -1.98188 4.54341 2.44858
H -2.18006 3.69796 0.16022
H -2.54392 1.43690 0.21158
H -4.71716 0.76217 -0.69646
C 0.00088 -0.87341 -2.53248
C 0.20511 -2.07600 -3.43318
C -0.90700 -3.07902 -3.09519
C 0.01231 -1.68203 -4.88692
C 1.59823 -2.69248 -3.14960
C 1.62712 -3.59147 -2.06905
C 2.44616 -4.70361 -2.15103
C 3.33513 -4.77181 -3.21896
C 3.67641 -3.64072 -3.96616
C 4.99744 -3.80488 -4.78780
C 5.81279 -2.52962 -4.82865
C 4.66921 -4.32807 -6.18927
C 5.93190 -4.85086 -4.15162
C 2.78867 -2.51225 -3.90960
N 3.08492 -1.23785 -4.54226
C 3.15375 -1.06656 -5.99520
C 3.79038 0.28305 -6.18361
N 3.72662 0.89697 -4.85107
C 4.03782 2.30595 -4.68651
C 3.08167 3.28525 -5.07482
C 1.63210 3.05177 -5.61287
C 0.67899 4.14335 -5.09438
C 1.02076 1.72672 -5.20294
C 1.66487 3.15906 -7.14191
C 3.44710 4.63205 -5.04627
C 4.59535 5.05881 -4.40413
C 5.53495 4.11364 -4.03324
C 5.32834 2.75444 -4.26683
C 6.63772 1.91699 -4.17648
C 7.51538 2.33470 -2.98808
C 7.41553 2.15150 -5.47916
C 6.38232 0.44595 -3.97249
C 3.25780 -0.00897 -3.91874
C 2.95897 0.27739 -2.59377
C 3.62111 1.32001 -1.82427
C 3.26857 2.68071 -1.91492
C 3.92683 3.63814 -1.15241
C 4.93564 3.26297 -0.26044
C 5.27328 1.91120 -0.12576
C 4.59626 0.94359 -0.86741
H 0.75331 -0.10935 -2.75359
H -0.98900 -0.42482 -2.67936
H 0.10176 -1.15261 -1.47528
H -0.76358 -4.01060 -3.65448
H -0.93324 -3.30601 -2.02396
H -1.88049 -2.65744 -3.38112
H 0.22216 -2.52724 -5.55357
H -1.02700 -1.37048 -5.04411
H 0.65046 -0.83747 -5.14479
H 0.93203 -3.49285 -1.22941
H 2.37884 -5.52304 -1.43312
H 3.82803 -5.72873 -3.40368
H 6.04013 -2.18964 -3.81181
H 6.76259 -2.69647 -5.35766
H 5.28714 -1.73869 -5.35669
H 4.26216 -5.34465 -6.11167
H 3.92850 -3.71348 -6.70931
H 5.57936 -4.37073 -6.80420
H 5.54159 -5.86990 -4.25363
H 6.90320 -4.83662 -4.66512
H 6.10871 -4.63859 -3.09011
H 3.71822 -1.88304 -6.45206
H 2.14506 -1.10318 -6.43672
H 4.84180 0.21978 -6.50554
H 3.27443 0.90397 -6.92697
H 0.91390 5.13146 -5.50621
H -0.35288 3.91977 -5.40252
H 0.70321 4.20411 -3.99682
H 1.54046 0.88975 -5.66700
H 1.03352 1.59519 -4.11309
H -0.02672 1.66796 -5.54002
H 2.35659 2.43360 -7.58502
H 0.66285 2.97678 -7.55372
H 1.99070 4.16214 -7.44277
H 2.79587 5.38462 -5.49403
H 4.77263 6.11880 -4.22769
H 6.46689 4.46324 -3.58211
H 6.93935 2.32457 -2.05377
H 8.34295 1.61837 -2.87993
H 7.96392 3.32359 -3.12414
H 6.80819 1.88014 -6.35238
H 7.69164 3.20866 -5.57161
H 8.33151 1.54795 -5.50177
H 5.90990 0.02649 -4.85547
H 7.33146 -0.08702 -3.81472
H 5.73962 0.27643 -3.09854
H 2.56257 -0.57592 -2.04877
H 2.44676 2.96634 -2.57662
H 3.64938 4.69188 -1.23774
H 5.45821 4.01488 0.32526
H 6.05663 1.61153 0.57505
H 4.78956 -0.12126 -0.73642
*
```

Computed, not measured: a 9-piece molecular cluster, C57H91NO20S2 overall at a distorted geometry, with wB97M-V/def2-TZVPD.

Computed properties:
- highest occupied orbital energy (Eh) = -0.28849
- HOMO-LUMO gap (eV) = 7.4405
- LUMO (eV) = -0.410
- SMILES = COCCCCC1=C(CCCSC(=S)N(c2ccccc2)c2ccccc2)C(=O)OC1=O.CCOC(C)=O.CCOC(C)=O.CCOC(C)=O.CCOC(C)=O.CCOC(C)=O.CCOC(C)=O.CCOC(C)=O.CCOC(C)=O

Geometry as ORCA input:
```
! wB97M-V def2-TZVPD RIJCOSX def2/J DEFGRID3
* xyz 0 1
C -6.17051 1.15368 -1.95557
O -5.70226 -0.16142 -2.21319
C -6.58927 -1.12178 -1.62270
C -6.16137 -1.35949 -0.16146
C -5.08481 -2.44904 0.03219
C -3.98291 -2.44454 -1.04513
C -3.06461 -3.63980 -0.95567
C -1.97080 -3.86023 -1.70238
C -1.56533 -2.89646 -2.79162
C -0.36094 -3.33614 -3.66754
C 0.83443 -2.39590 -3.37684
S 2.16701 -3.33692 -2.52319
C 2.59378 -2.14794 -1.20830
S 1.49188 -1.88968 -0.03909
N 3.85934 -1.52579 -1.27283
C 3.88960 -0.50406 -2.29590
C 3.01231 0.55477 -2.38899
C 3.13031 1.50627 -3.37990
C 4.14608 1.40943 -4.31088
C 5.01017 0.32907 -4.25127
C 4.88293 -0.61566 -3.25868
C 4.37023 -1.09167 0.03146
C 3.97529 0.08671 0.59998
C 4.48201 0.48515 1.87076
C 5.37072 -0.36655 2.47142
C 5.74000 -1.56930 1.90653
C 5.25647 -1.94626 0.69135
C -1.32688 -5.13577 -1.25937
O -0.35896 -5.72648 -1.66298
O -2.03199 -5.65409 -0.17265
C -3.14941 -4.82469 -0.03116
O -4.00891 -5.15996 0.74415
H -7.04041 1.36363 -2.60015
H -5.37082 1.83851 -2.26287
H -6.42790 1.33436 -0.90339
H -6.42068 -2.05486 -2.17768
H -7.64122 -0.82530 -1.72452
H -5.90642 -0.39967 0.30373
H -7.05727 -1.70663 0.37846
H -4.58348 -2.22848 0.98669
H -5.56469 -3.41953 0.17781
H -4.34684 -2.31775 -2.06971
H -3.33365 -1.58191 -0.82664
H -2.43963 -2.81223 -3.45788
H -1.43148 -1.88718 -2.38391
H -0.11783 -4.38842 -3.50632
H -0.59823 -3.23898 -4.73533
H 1.28726 -1.95963 -4.27250
H 0.55846 -1.56842 -2.71773
H 2.21397 0.67844 -1.65923
H 2.46117 2.36033 -3.44259
H 4.26423 2.14820 -5.09946
H 5.80036 0.21196 -4.99037
H 5.57795 -1.45287 -3.22922
H 3.27567 0.75508 0.11604
H 4.20535 1.43146 2.31906
H 5.81209 -0.10554 3.43310
H 6.42628 -2.25295 2.40290
H 5.52703 -2.88316 0.20753
C -3.37983 0.51630 3.95982
C -4.21737 1.71526 3.56705
O -5.38077 1.31618 2.83635
C -6.54081 0.94663 3.42666
C -6.54764 0.64976 4.90495
O -7.51789 0.78982 2.74647
H -3.92635 -0.15187 4.62576
H -2.46585 0.83460 4.46264
H -3.11105 -0.06277 3.07528
H -4.48585 2.33686 4.42276
H -3.64492 2.35076 2.89125
H -6.36807 -0.41394 5.05625
H -7.52643 0.90130 5.30048
H -5.82568 1.22693 5.47632
C 6.36859 -7.31904 -0.17311
C 5.50866 -6.20481 -0.73085
O 6.30155 -5.11963 -1.22476
C 6.81285 -5.05691 -2.46169
C 6.83175 -6.29529 -3.32261
O 7.31425 -4.03017 -2.83680
H 7.00724 -7.75634 -0.94187
H 5.74550 -8.10810 0.24861
H 7.02545 -6.93459 0.60768
H 4.81727 -6.54888 -1.50168
H 4.89730 -5.78509 0.06742
H 7.78022 -6.81363 -3.18599
H 6.74198 -5.97946 -4.35969
H 6.00953 -6.98238 -3.13561
C -3.76190 5.88283 0.16071
C -2.28516 6.12453 -0.06957
O -1.50614 5.70041 1.05644
C -1.07021 4.44013 1.22451
C -1.65183 3.34339 0.36408
O -0.28544 4.19904 2.10217
H -3.98146 4.82107 0.28012
H -4.34486 6.26442 -0.67799
H -4.08876 6.38102 1.07483
H -1.92667 5.66447 -0.99016
H -2.10545 7.19416 -0.17022
H -2.50468 2.90000 0.87736
H -0.88883 2.58061 0.22117
H -1.95246 3.67160 -0.62806
C 5.69635 6.19264 2.82887
C 5.24927 6.08006 1.38600
O 4.82191 4.75288 1.07384
C 3.57133 4.30195 1.28494
C 2.63157 5.10491 2.15278
O 3.24999 3.23329 0.84271
H 4.87834 5.98453 3.51922
H 6.07638 7.19390 3.03545
H 6.48357 5.46760 3.03753
H 4.47878 6.80925 1.13058
H 6.09420 6.27991 0.72791
H 2.71188 4.75549 3.18163
H 1.61475 4.93723 1.80134
H 2.80284 6.17845 2.11619
C -0.39263 -8.32598 1.00821
C 0.08114 -9.65152 1.56568
O 1.26029 -9.49451 2.36246
C 1.24079 -9.18122 3.67096
C -0.04401 -8.68039 4.28704
O 2.25842 -9.23421 4.30495
H -0.67479 -7.63346 1.80146
H -1.25316 -8.46907 0.35479
H 0.40408 -7.84799 0.43770
H -0.69974 -10.17265 2.12232
H 0.36675 -10.30936 0.74528
H -0.06265 -7.59246 4.23520
H -0.06084 -8.98650 5.33088
H -0.94316 -9.08386 3.82740
C -4.60488 3.30616 9.77701
C -5.12990 3.38086 8.35854
O -5.78392 2.16594 7.97822
C -7.08321 1.90508 8.22969
C -7.83394 2.77967 9.20433
O -7.59472 0.94085 7.73207
H -5.41328 3.17764 10.49733
H -4.05717 4.21424 10.03095
H -3.93829 2.45064 9.88830
H -5.78147 4.24152 8.19992
H -4.29430 3.49460 7.66835
H -7.76500 2.34269 10.19985
H -8.87799 2.80662 8.90023
H -7.48895 3.81069 9.23217
C 7.35794 -3.91525 -6.57686
C 6.67331 -2.57139 -6.43731
O 6.32157 -2.02370 -7.71228
C 5.17404 -2.31107 -8.35330
C 4.33754 -3.47463 -7.87454
O 4.87337 -1.68819 -9.33381
H 6.69985 -4.65625 -7.03450
H 7.66956 -4.28503 -5.59949
H 8.23570 -3.83202 -7.21882
H 5.80464 -2.61308 -5.77792
H 7.36595 -1.85932 -5.99001
H 4.62868 -4.37076 -8.42150
H 3.29423 -3.25187 -8.08784
H 4.40612 -3.65951 -6.80467
C -1.45325 11.45731 -3.31206
C -2.12414 10.62163 -4.38249
O -2.07665 9.22771 -4.06399
C -2.98618 8.60644 -3.29434
C -3.94736 9.43523 -2.47509
O -2.96951 7.40826 -3.21405
H -1.96317 11.36493 -2.35250
H -1.44351 12.50961 -3.59776
H -0.42605 11.12420 -3.16170
H -3.14783 10.94241 -4.58120
H -1.57990 10.72802 -5.31990
H -3.52227 9.59874 -1.48504
H -4.87603 8.87723 -2.37489
H -4.20385 10.39115 -2.92523
*
```

- Which of these has the highest LUMO?
  C57H91NO20S2

- Look up the HOMO-LUMO gap of the first one.
  4.6382 eV

- Look up the HOMO-LUMO gap of the second one.
  7.4405 eV

- Which value of HOMO-LUMO gap does entry 1 give?
  4.6382 eV